Density functional theory data (ωB97M-V/def2-TZVPD) for a structure of composition C25H45BClO17P at a distorted geometry.

Properties
Kohn-Sham gap, eV: 9.9
E_tot, eV: -83946.859
E_HOMO, eV: -10.307

ORCA input file:
```
! wB97M-V def2-TZVPD RIJCOSX def2/J DEFGRID3
* xyz 0 1
C -3.17 -0.60 -4.41
C -1.69 -0.16 -3.79
C -0.73 0.17 -5.10
C 0.84 0.45 -4.64
C 1.03 2.06 -4.34
C 2.31 2.39 -3.31
C 2.25 1.54 -1.91
C 0.75 1.58 -1.17
O 0.90 0.82 0.08
P -0.63 0.45 0.82
O -1.14 -0.92 0.14
O -0.33 0.10 2.50
B 0.96 -0.69 2.50
O 1.04 -2.07 1.91
C 2.38 -0.10 3.13
C 2.76 1.42 2.65
O -1.89 1.62 0.53
C -1.66 2.89 1.24
Cl -3.19 3.16 2.31
C -1.56 4.22 0.27
C -2.08 4.00 -1.26
H -3.30 0.04 -5.39
H -3.18 -1.75 -4.63
H -3.99 -0.33 -3.62
H -1.29 -1.11 -3.19
H -1.85 0.78 -3.11
H -1.13 1.15 -5.59
H -0.73 -0.72 -5.86
H 1.06 -0.22 -3.71
H 1.56 0.08 -5.50
H 0.04 2.51 -3.90
H 1.34 2.58 -5.37
H 3.27 2.00 -3.90
H 2.45 3.55 -3.14
H 2.99 2.01 -1.10
H 2.52 0.40 -2.10
H -0.11 1.20 -1.86
H 0.52 2.69 -0.86
H 1.29 -1.87 0.94
H 2.42 -0.17 4.31
H 3.26 -0.81 2.75
H 3.65 1.34 1.86
H 3.23 1.96 3.60
H 1.85 2.04 2.23
H -0.75 2.89 1.98
H -2.25 5.07 0.75
H -0.48 4.69 0.20
H -1.18 3.97 -2.01
H -2.72 4.97 -1.54
H -2.80 3.09 -1.43
C -0.34 -3.36 6.56
C 0.68 -2.66 5.73
O 1.88 -2.89 6.43
C 1.70 -4.01 7.19
O 2.59 -4.58 7.79
O 0.39 -4.40 7.18
H -1.16 -3.77 5.97
H -0.76 -2.71 7.34
H 0.77 -3.10 4.73
H 0.48 -1.59 5.63
C 1.41 -4.22 -5.10
C 0.24 -4.33 -6.02
O 0.27 -3.10 -6.73
C 1.55 -2.65 -6.68
O 1.97 -1.70 -7.33
O 2.30 -3.38 -5.81
H 1.87 -5.19 -4.89
H 1.15 -3.74 -4.15
H 0.34 -5.15 -6.73
H -0.71 -4.44 -5.48
C 2.67 -7.58 4.88
C 1.20 -7.36 4.78
O 1.05 -6.68 3.55
C 2.14 -6.99 2.79
O 2.26 -6.71 1.61
O 3.08 -7.66 3.52
H 2.92 -8.51 5.41
H 3.19 -6.75 5.36
H 0.64 -8.30 4.73
H 0.81 -6.76 5.60
C -3.27 7.74 1.97
C -4.74 7.96 1.87
O -4.89 8.64 0.64
C -3.80 8.33 -0.11
O -3.68 8.61 -1.30
O -2.86 7.67 0.62
H -3.02 6.82 2.51
H -2.75 8.58 2.45
H -5.30 7.02 1.83
H -5.13 8.56 2.70
*
```


Density functional theory data (ωB97M-V/def2-TZVPD) for a cluster of 2 separate species, C25H45BN5O7 in total at a distorted geometry.

Properties
Kohn-Sham gap, eV: 8.4
E_tot, eV: -49093.301
E_HOMO, eV: -12.360

ORCA input file:
```
! wB97M-V def2-TZVPD RIJCOSX def2/J DEFGRID3
* xyz 1 1
C 0.88 3.75 1.80
C 0.38 2.43 1.80
C -0.36 0.96 1.70
C 0.83 0.16 0.82
C 2.28 0.08 1.56
C 3.51 0.70 0.62
C 4.89 0.49 1.52
C 3.62 -0.04 -0.84
N -1.52 0.71 0.80
C -2.00 1.67 -0.22
C -1.62 1.12 -1.70
C -2.84 0.67 -2.67
C -3.24 -0.95 -2.57
C -4.22 1.55 -2.58
C -2.34 -0.48 1.21
N -3.53 -0.91 0.67
N -1.58 -0.99 2.40
C -0.88 -2.30 2.38
C -1.56 -3.49 1.50
N -0.63 -4.60 1.07
C 0.41 -4.17 0.07
C -0.15 -3.55 -1.34
C 0.02 -5.24 2.31
C -0.86 -6.06 3.45
O 1.36 -5.17 2.56
C -0.94 0.23 3.06
N -2.20 0.77 3.74
C -2.39 2.10 3.58
O -2.31 3.46 3.61
B 0.03 0.04 4.37
O -0.34 0.76 5.64
O 1.26 -0.77 4.48
H 1.59 4.70 1.68
H 0.98 0.85 -0.14
H 0.43 -0.87 0.39
H 2.37 0.64 2.58
H 2.53 -1.07 1.70
H 3.27 1.86 0.55
H 4.63 -0.36 2.32
H 5.20 1.46 2.10
H 5.80 0.11 0.87
H 4.78 -0.09 -1.11
H 3.15 -1.12 -0.81
H 3.12 0.65 -1.67
H -3.17 1.82 -0.03
H -1.56 2.78 -0.15
H -0.94 0.15 -1.54
H -0.93 1.86 -2.34
H -2.45 0.79 -3.79
H -2.48 -1.56 -1.91
H -4.36 -1.09 -2.21
H -3.18 -1.42 -3.65
H -4.91 1.39 -3.54
H -4.07 2.68 -2.35
H -4.85 1.10 -1.68
H -4.15 -0.15 0.24
H -3.91 -1.87 0.69
H 0.26 -2.26 2.07
H -0.86 -2.70 3.51
H -2.37 -4.01 2.21
H -2.15 -3.16 0.55
H 1.03 -5.16 -0.21
H 1.22 -3.41 0.49
H 0.79 -3.16 -1.95
H -0.84 -4.27 -1.97
H -0.75 -2.56 -1.05
H -1.75 -6.59 2.87
H -1.34 -5.24 4.16
H -0.22 -6.81 4.09
H -0.34 1.75 5.48
H 1.38 -1.41 3.73
C 2.63 4.45 -6.86
O 3.04 4.67 -5.51
C 2.08 4.40 -4.58
O 0.95 4.00 -4.82
O 2.60 4.65 -3.35
C 1.70 4.40 -2.28
H 3.48 4.70 -7.51
H 2.37 3.40 -7.01
H 1.79 5.10 -7.12
H 1.40 3.35 -2.25
H 0.82 5.05 -2.35
H 2.22 4.64 -1.34
*
```


What is the Kohn-Sham gap in the first record?
9.9 eV


What is the formula in the second record?
C25H45BN5O7


Look up the E_HOMO of the second one.
-12.360 eV